{
  "formula": "C23H39F2IN4OSSi",
  "method": "wB97M-V/def2-TZVPD",
  "total_energy_ev": -64732.6126,
  "homo_lumo_gap_ev": [5.4, 6.4],
  "lumo_energy_ev": [-4.818, -4.820],
  "multiplicity": 2,
  "charge": 1,
  "symbols": ["C", "Si", "C", "C", "C", "C", "F", "F", "C", "S", "C", "N", "I", "C", "N", "N", "C", "C", "C", "C", "C", "C", "H", "H", "H", "H", "H", "H", "H", "H", "H", "H", "H", "H", "H", "H", "H", "H", "H", "H", "H", "H", "H", "C", "C", "C", "C", "C", "C", "N", "O", "C", "C", "C", "H", "H", "H", "H", "H", "H", "H", "H", "H", "H", "H", "H", "H", "H", "H", "H", "H", "H"],
  "positions_angstrom": [[4.60417, -1.76216, 4.56679], [4.80970, -1.79573, 2.69673], [3.98539, -0.25947, 1.96357], [4.07032, -3.41140, 2.01030], [2.91804, -3.34172, 0.99210], [1.51449, -3.59822, 1.50575], [1.49389, -4.54676, 2.48145], [0.77026, -4.11950, 0.44479], [0.68648, -2.40252, 1.98391], [1.16178, -2.05444, 3.72690], [0.58963, -1.17907, 1.09254], [-0.48212, -0.45851, 1.83386], [-1.31549, 1.19457, 0.95537], [-1.29774, -1.44796, 2.27702], [-2.42659, -1.24608, 2.89334], [-0.79025, -2.74070, 2.06103], [6.62218, -1.66826, 2.26051], [7.45445, -0.92254, 3.09203], [8.79890, -0.75268, 2.79535], [9.32924, -1.33018, 1.65184], [8.52322, -2.08454, 0.82082], [7.18127, -2.24986, 1.11974], [4.19118, -0.80967, 4.90171], [5.53836, -1.96318, 5.08863], [3.89850, -2.53636, 4.87289], [4.70169, 0.55625, 2.08247], [3.80333, -0.37563, 0.89326], [3.07732, 0.04057, 2.48749], [4.88763, -3.93923, 1.51529], [3.78677, -4.04379, 2.85224], [2.92737, -2.41172, 0.42022], [3.05302, -4.13750, 0.25675], [1.26438, -0.72622, 3.63801], [1.49846, -0.64019, 0.84642], [0.13847, -1.48788, 0.14219], [-3.01935, -2.02338, 3.14007], [-2.69646, -0.31411, 3.17141], [-1.11891, -3.00213, 1.12371], [7.05475, -0.45526, 3.98448], [9.41873, -0.17149, 3.46436], [10.37501, -1.18484, 1.41803], [8.95215, -2.52960, -0.06644], [6.55389, -2.83232, 0.45444], [-5.35623, 2.72767, -5.30258], [-5.83697, 3.35201, -3.96920], [-4.85061, 4.42028, -3.47764], [-3.57773, 3.87688, -2.82671], [-3.91959, 2.83223, -1.76739], [-4.79456, 1.70450, -2.30923], [-6.02020, 2.29152, -2.92538], [-6.86758, 2.64006, -2.02434], [-3.99357, 0.85751, -3.30946], [-5.21003, 0.76296, -1.18563], [-7.18303, 4.01359, -4.23689], [-5.50795, 1.65016, -5.31688], [-5.92693, 3.13085, -6.13687], [-4.30338, 2.92639, -5.50593], [-5.36187, 5.05809, -2.75043], [-4.59245, 5.05949, -4.32361], [-2.90474, 3.45728, -3.57910], [-3.03389, 4.70235, -2.36408], [-3.01028, 2.38584, -1.35079], [-4.43967, 3.32288, -0.93816], [-4.61969, 0.07924, -3.74590], [-3.17239, 0.36997, -2.78013], [-3.55113, 1.43003, -4.11872], [-5.72421, 1.28790, -0.38361], [-4.31409, 0.29197, -0.77331], [-5.86917, -0.02112, -1.55854], [-7.93424, 3.27515, -4.51773], [-7.06223, 4.71609, -5.06127], [-7.54908, 4.56364, -3.37383]],
  "lowdin_charge": [-0.18, 0.59, -0.17, -0.21, -0.12, -0.51, 0.08, 0.06, -0.60, 0.95, -0.19, -0.48, 1.07, -0.52, 0.26, 0.10, -0.26, -0.10, -0.08, -0.08, -0.08, -0.10, 0.03, 0.03, 0.01, 0.04, 0.03, 0.00, 0.07, 0.08, 0.10, 0.13, -0.10, 0.11, 0.13, 0.15, 0.11, 0.16, 0.10, 0.11, 0.11, 0.11, 0.09, -0.02, -0.48, -0.13, -0.17, -0.15, -0.50, -0.10, -0.01, -0.03, -0.04, -0.04, 0.08, 0.08, 0.08, 0.13, 0.13, 0.11, 0.11, 0.06, 0.13, 0.10, 0.08, 0.06, 0.08, 0.06, 0.10, 0.10, 0.09, 0.08]
}

{
  "formula": "C23H39N2O3OsP3",
  "method": "wB97M-V/def2-TZVPD",
  "total_energy_ev": -63893.5389,
  "homo_lumo_gap_ev": [6.1, 2.9],
  "lumo_energy_ev": [-12.049, -15.892],
  "multiplicity": 5,
  "charge": 4,
  "e_above_lowest_kcal_mol": 59.5,
  "symbols": ["P", "C", "H", "H", "H", "C", "H", "H", "H", "C", "H", "H", "H", "P", "C", "H", "H", "H", "C", "H", "H", "H", "C", "H", "H", "H", "P", "C", "H", "H", "H", "C", "H", "H", "H", "C", "H", "H", "H", "Os", "C", "O", "C", "O", "C", "C", "C", "C", "C", "C", "H", "H", "H", "H", "H", "H", "N", "C", "O", "C", "C", "C", "C", "N", "C", "H", "H", "H", "H", "H", "H"],
  "positions_angstrom": [[4.13631, -1.34721, -0.25359], [4.21048, -0.89831, 1.53421], [5.25839, -0.77129, 1.83044], [3.75246, -1.71772, 2.10280], [3.63655, 0.02097, 1.70921], [5.76688, -2.17808, -0.43021], [5.94562, -2.33863, -1.49277], [5.70399, -3.13037, 0.09706], [6.52467, -1.52381, 0.01008], [4.53663, 0.29716, -0.99045], [5.61491, 0.50520, -0.89065], [3.95421, 1.09746, -0.50076], [4.26093, 0.27732, -2.05970], [-1.18684, 3.56818, -1.09636], [-1.16792, 4.05732, 0.65214], [-1.60155, 5.05660, 0.78160], [-0.13841, 4.04605, 1.03431], [-1.75335, 3.32986, 1.23037], [-0.34182, 4.87203, -2.05240], [-0.61662, 4.77777, -3.11386], [0.74353, 4.70717, -1.95951], [-0.59270, 5.87920, -1.69151], [-2.92235, 3.62827, -1.61508], [-3.37566, 4.58885, -1.34745], [-3.46897, 2.81874, -1.10897], [-2.98861, 3.47991, -2.70287], [-3.19745, -1.90712, 0.29959], [-3.33191, -2.34624, 2.03453], [-4.10143, -3.12666, 2.12335], [-3.60567, -1.47948, 2.65077], [-2.37233, -2.74552, 2.39173], [-4.77939, -1.99658, -0.54057], [-5.50662, -2.49256, 0.11874], [-4.66021, -2.59516, -1.45649], [-5.14635, -0.99567, -0.81007], [-2.10915, -3.11055, -0.46403], [-2.71218, -3.72572, -1.14966], [-1.69214, -3.76755, 0.31421], [-1.29020, -2.63540, -1.01650], [0.11619, 1.08019, -1.97178], [0.81801, 1.68736, -0.37365], [1.32071, 2.10730, 0.62841], [-2.62470, -0.14882, 0.24233], [-2.56126, 0.95936, 0.62581], [-1.39149, 0.89525, -3.35710], [-1.07889, -0.35175, -2.79792], [0.24742, -0.78691, -2.75730], [1.27681, 0.03439, -3.23958], [0.95196, 1.25573, -3.82665], [-0.36743, 1.68668, -3.87048], [-2.41885, 1.24726, -3.36751], [-1.85941, -0.97760, -2.38555], [0.50431, -1.74840, -2.33241], [2.30442, -0.26708, -3.11800], [1.75543, 1.89210, -4.19930], [-0.59085, 2.66918, -4.29525], [0.03041, -1.08206, 5.78947], [-0.48539, -0.54150, 4.63858], [-1.38879, 0.28671, 4.64875], [0.06589, -1.09603, 3.35758], [0.64835, -2.37051, 3.24765], [1.01243, -2.82121, 1.98545], [0.79420, -1.98133, 0.87938], [0.23633, -0.77529, 0.97036], [-0.12293, -0.34187, 2.17864], [-0.21412, -0.61889, 6.65618], [0.90051, -1.59037, 5.78586], [0.79330, -2.99099, 4.13457], [1.45323, -3.80595, 1.82628], [1.09094, -2.31462, -0.11516], [-0.60249, 0.63125, 2.24062]],
  "lowdin_charge": [1.07, -0.22, 0.09, 0.04, 0.05, -0.20, 0.07, 0.07, 0.09, -0.21, 0.09, 0.05, 0.05, 0.86, -0.22, 0.08, 0.05, 0.04, -0.22, 0.06, 0.06, 0.08, -0.23, 0.08, 0.04, 0.06, 0.88, -0.16, 0.09, 0.08, 0.05, -0.13, 0.10, 0.08, 0.09, -0.15, 0.09, 0.08, 0.04, 1.34, -0.47, 0.00, -0.22, 0.07, -0.22, -0.24, -0.24, -0.25, -0.19, -0.22, 0.14, 0.10, 0.11, 0.11, 0.16, 0.15, 0.29, -0.31, 0.39, -0.09, 0.03, -0.01, -0.14, 0.09, -0.07, 0.17, 0.15, 0.14, 0.14, 0.10, 0.12]
}

Asked for max |F| across the records above, the calculation gives 1.36; 11.28 eV/A in order.